{
  "formula": "C3H10N2",
  "method": "wB97M-V/def2-TZVPD",
  "homo_energy_ev": -9.028,
  "energy_ev": -6252.8770,
  "charge": 0,
  "smiles": "NCCCN",
  "largest_force_ha_per_bohr": 0.037,
  "e_above_lowest_kj_mol": 53.2,
  "elements": ["N", "C", "C", "C", "N", "H", "H", "H", "H", "H", "H", "H", "H", "H", "H"],
  "xyz": [[-0.301170, -2.461931, -0.134558], [-0.621530, -1.136904, 0.435886], [0.413409, -0.083125, 0.033411], [-0.307790, 1.267450, -0.146100], [0.722174, 2.325974, -0.283731], [0.652295, -2.476351, -0.469877], [-0.306880, -3.186046, 0.577917], [-1.645253, -0.887872, 0.171527], [-0.597786, -1.189513, 1.529107], [0.893430, -0.267055, -0.927605], [1.173457, 0.052066, 0.797062], [-0.990051, 1.174491, -0.994849], [-0.857312, 1.600420, 0.733202], [1.496163, 2.047968, -0.878724], [0.276838, 3.220432, -0.442673]],
  "forces_ev_per_angstrom": [[0.160, -0.241, 0.224], [0.947, -0.850, 0.334], [-1.515, 1.149, 0.052], [1.508, 0.575, 0.178], [-0.643, -0.747, 0.400], [0.058, 0.163, -0.154], [-0.295, 0.121, -0.071], [-0.021, 0.321, -0.313], [-0.141, 0.044, 0.025], [0.031, -0.444, -0.049], [0.178, -0.201, 0.046], [-0.087, 0.114, -0.077], [-0.383, -0.565, 0.118], [-0.445, 0.609, -0.228], [0.646, -0.047, -0.487]],
  "lowdin_charge": [-0.021, -0.290, -0.211, -0.302, -0.028, 0.046, 0.057, 0.098, 0.106, 0.106, 0.108, 0.104, 0.108, 0.059, 0.058]
}